Below is 3 unconnected molecules or ions with the total composition C29H57BrClN3O7PS, with properties calculated with the ωB97M-V functional and the def2-TZVPD basis.

Geometry as XYZ:
```
100
Properties=species:S:1:pos:R:3:forces:R:3:mulliken_charge:R:1
C 2.5027 -4.1630 0.1942 -0.0002 0.2109 0.1263 -1.38
C 3.4726 -2.9812 0.1512 -0.0085 -0.6705 -0.2034 0.35
O 4.0214 -2.7246 1.4517 0.4589 0.4055 -0.2097 -0.47
C 3.6044 -1.5125 1.9911 -0.5560 0.2568 -0.4187 0.26
Br 4.3495 -1.4996 3.8633 0.0106 -0.1807 0.1275 -0.24
C 2.0136 -1.5193 2.0953 0.1239 -0.0811 0.6079 0.29
O 1.5525 -2.3930 2.8215 -0.1149 -0.5415 0.3048 -0.81
O 1.4207 -0.6749 1.4097 -0.3162 0.6900 -0.6711 -0.46
N 4.0920 -0.3867 1.2446 0.6480 0.0095 0.0798 1.10
C 3.6533 0.8999 1.8022 -0.8042 0.3225 -0.4541 -2.02
C 2.8448 1.7566 0.7893 0.6581 -0.4237 -0.3557 0.27
C 2.7977 1.1620 -0.6116 -0.5052 0.2123 -0.3799 0.83
C 2.0608 2.1285 -1.5647 0.6732 -0.6274 0.4611 -0.92
S 1.4431 1.2239 -2.9518 0.4817 -0.0113 -1.3717 1.02
O 1.0321 2.0862 -4.0195 -0.4806 0.3724 0.4708 -0.62
O 2.3605 0.1924 -3.3252 -0.0016 -0.1930 0.5416 -0.55
Cl -0.2218 0.3184 -2.1962 -0.0475 0.0231 0.1826 -0.13
P 5.8463 -0.3184 1.0501 0.6525 -0.2582 0.9663 -0.30
C 6.3186 -1.5958 -0.1749 -0.1417 0.2458 -0.1874 -1.15
C 6.1733 1.2841 0.1254 -0.4333 -0.3904 -0.3104 0.00
C 6.8805 1.1388 -1.2187 0.1525 0.5292 0.0819 -1.55
H 3.0116 -5.0686 -0.1310 -0.1084 -0.1390 -0.0153 0.37
H 2.1415 -4.3016 1.2102 -0.0320 0.0631 0.0663 0.34
H 1.6357 -3.9768 -0.4372 -0.0134 -0.0804 -0.1265 0.29
H 4.3133 -3.2576 -0.4841 0.0906 0.0828 -0.0226 0.44
H 3.0320 -2.0963 -0.3007 -0.1300 0.1872 0.2966 -0.23
H 2.9874 0.7461 2.6434 0.1601 -0.2214 0.1903 0.36
H 4.5056 1.4656 2.1877 0.0798 -0.0024 0.0209 0.64
H 1.8137 1.8197 1.1275 0.0207 0.2717 0.1745 -0.82
H 3.3191 2.7408 0.7096 -0.3040 0.2245 0.2059 0.68
H 2.2714 0.2117 -0.6012 0.0362 -0.1196 0.3211 -0.23
H 3.7798 0.9918 -1.0410 0.0715 -0.1799 0.0511 -0.03
H 2.7934 2.7941 -2.0210 -0.2511 0.3435 -0.1014 0.38
H 1.2628 2.6667 -1.0632 -0.2014 0.1076 -0.2432 0.32
H 5.8069 -1.5309 -1.1343 -0.0315 -0.1301 -0.0662 0.27
H 6.1845 -2.5737 0.2745 -0.1195 -0.0248 0.0561 0.44
H 7.3904 -1.4651 -0.3237 0.0547 0.0702 -0.0939 0.47
H 6.7716 1.8763 0.8138 0.0888 0.0778 -0.0085 0.54
H 5.2538 1.8382 -0.0447 -0.0473 0.0352 0.1566 0.04
H 6.2839 0.5952 -1.9468 0.0037 -0.1613 0.0057 0.31
H 7.8611 0.6774 -1.1201 -0.0082 -0.1942 -0.0509 0.39
H 7.0559 2.1354 -1.6309 0.0183 0.0288 -0.0784 0.41
C -1.8762 4.9079 3.5693 -0.0654 -0.0532 0.1644 -1.98
C -0.6217 4.1816 3.0213 -0.9506 0.9564 0.0441 2.16
C -1.0108 3.2434 1.8730 0.0593 -0.4592 -0.1018 -0.70
C -1.6907 1.9489 2.3175 0.0120 0.0668 0.1129 -0.68
C -0.8691 1.2502 3.3978 0.1635 0.1532 -0.4640 -0.85
C -0.5589 2.1646 4.5847 -1.0016 -0.3107 0.9734 1.76
N 0.0705 3.4401 4.1198 0.6928 -1.0221 -1.4184 0.44
O 1.3102 3.2466 3.8141 0.1133 0.3434 0.4785 -0.57
C -1.8481 2.4384 5.3794 -0.0957 0.2127 -0.0726 -1.86
C 0.3740 1.4421 5.5433 0.5329 -0.0233 -0.1148 -1.72
C 0.2948 5.2681 2.4707 0.3982 -0.0598 -0.0063 -1.95
H -1.8106 5.0511 4.6473 0.0197 -0.0264 0.0044 0.33
H -1.9702 5.9010 3.1304 0.0559 -0.0392 -0.1262 0.52
H -2.8022 4.3761 3.3507 0.0232 -0.0527 0.0524 0.32
H -0.1098 2.9781 1.3105 0.0626 0.0317 0.1077 -0.22
H -1.6600 3.7874 1.1816 0.0261 0.1098 0.0303 0.46
H -2.7065 2.1513 2.6728 0.0058 0.0341 0.0200 0.32
H -1.7951 1.2831 1.4593 0.0164 -0.0069 -0.0155 0.50
H -1.3947 0.3645 3.7579 0.0315 -0.0054 0.0793 0.62
H 0.0653 0.8912 2.9542 0.0185 -0.0125 0.0327 -0.23
H -1.6604 3.1397 6.1946 0.0181 0.0049 0.0059 0.35
H -2.2031 1.5048 5.8153 0.1005 -0.0553 -0.0041 0.42
H -2.6651 2.8279 4.7772 0.0325 0.0257 -0.0135 0.34
H 1.2769 1.1121 5.0339 0.0431 0.0413 0.0534 0.21
H -0.1216 0.5534 5.9324 -0.1063 0.0112 -0.0512 0.42
H 0.6584 2.0706 6.3897 -0.0147 0.0733 -0.0530 0.46
H 0.6322 5.9395 3.2624 -0.0059 -0.0156 0.0166 0.47
H -0.2566 5.8533 1.7342 -0.0936 -0.0152 0.0255 0.48
H 1.1700 4.8530 1.9753 0.0380 -0.0486 0.1117 0.23
C -6.4196 -2.0273 -4.6091 0.1100 0.1304 -0.0704 -1.86
C -5.7389 -3.2582 -3.9588 -1.0479 0.7506 -0.5288 1.97
C -5.8481 -3.1800 -2.4321 0.3321 -0.0506 0.3636 -1.34
C -4.8926 -2.1796 -1.7813 0.0032 -0.0029 -0.1233 -0.48
C -3.4607 -2.4066 -2.2621 -0.3119 -0.2317 0.2910 -1.07
C -3.3431 -2.3947 -3.7847 0.4760 1.2831 -0.4229 1.69
N -4.3128 -3.3544 -4.3977 0.2087 -1.0083 1.6041 0.43
O -3.8866 -4.5670 -4.2744 0.0662 0.0337 -0.5893 -0.61
C -3.5650 -0.9658 -4.3082 -0.2525 0.1244 -0.0375 -1.64
C -1.9213 -2.7495 -4.1948 0.1940 -0.4866 -0.0728 -1.64
C -6.5150 -4.4788 -4.4395 0.1980 -0.3605 -0.0275 -1.94
H -5.8850 -1.7061 -5.5019 0.0272 -0.0109 0.0104 0.32
H -7.4337 -2.2696 -4.9258 -0.0208 -0.0909 0.1079 0.49
H -6.4941 -1.1772 -3.9313 0.0747 0.0104 -0.0116 0.33
H -5.6449 -4.1696 -2.0109 0.0499 -0.0370 -0.1056 0.41
H -6.8799 -2.9361 -2.1668 -0.0434 -0.0248 -0.0968 0.34
H -5.2096 -1.1537 -1.9891 0.0164 -0.0035 -0.0368 0.26
H -4.9329 -2.2956 -0.6969 -0.0236 0.0191 0.0041 0.41
H -2.7995 -1.6433 -1.8475 0.0471 0.0202 -0.0785 0.18
H -3.1045 -3.3667 -1.8770 0.0023 -0.0446 -0.1076 0.42
H -3.5469 -0.9462 -5.3989 0.0108 -0.0269 -0.0048 0.38
H -2.7622 -0.3210 -3.9507 0.0913 -0.0967 0.0097 0.31
H -4.4929 -0.5060 -3.9774 -0.0262 -0.0699 -0.0101 0.31
H -1.5984 -3.7108 -3.8004 -0.1218 -0.0441 -0.0253 0.37
H -1.2328 -1.9965 -3.8134 -0.0860 0.0885 0.0215 0.27
H -1.8207 -2.7773 -5.2812 -0.0483 -0.0069 -0.0068 0.47
H -6.4321 -4.5987 -5.5209 0.0175 0.0196 -0.0002 0.45
H -7.5676 -4.3479 -4.1871 -0.0052 0.0963 0.0072 0.47
H -6.1732 -5.3958 -3.9645 0.1051 0.0222 -0.0616 0.37
```
Positions in Å, forces in eV/Å.

Properties
Charge ... -1
Energy ... -152487.8219 eV
LUMO (alpha / beta) ... 2.2 / 2.0 eV
2S+1 ... 3
Kohn-Sham gap (alpha / beta) ... 7.0 / 6.8 eV

Below is a molecular structure, C29H57ClO7S, with properties calculated with the ωB97M-V functional and the def2-TZVPD basis.

Geometry as XYZ:
```
95
Properties=species:S:1:pos:R:3:forces:R:3:mulliken_charge:R:1
C 1.7158 1.4372 -1.6580 0.1444 0.7964 -0.0787 0.93
C 2.3717 1.2417 -3.0653 -0.1776 0.9101 0.5722 -1.31
C 3.4192 0.1004 -3.2271 -0.7458 0.4403 -0.8806 0.13
Cl 4.9126 0.5711 -2.2493 -0.6700 -0.3226 -0.4220 -0.23
C 2.9728 -1.3861 -3.0167 -0.0775 -0.8440 -0.4906 1.00
C 1.9308 -1.8923 -4.1136 0.1388 0.6953 0.9264 -1.61
C 0.5422 -1.1924 -4.0536 -0.6977 -0.3286 -1.1429 1.08
C -0.6896 -2.1633 -4.3261 0.1153 1.6390 -0.8155 -0.91
C -1.9198 -1.1874 -4.5268 0.5036 0.2345 0.8650 -0.99
C -2.3329 -0.6132 -3.1093 -1.1141 -0.1226 -0.5383 0.06
C -2.6907 0.9111 -3.0682 0.1148 0.6380 1.0914 -1.34
C -2.0163 1.6293 -1.8105 -1.1209 0.6890 -0.5375 1.94
C -1.5393 3.0761 -2.1985 1.2877 -0.7020 0.4286 -1.17
C -0.8069 3.8171 -1.0249 -0.5633 1.2431 -0.2942 -0.38
C -1.7818 4.2049 0.1549 0.4743 -0.7726 -0.4902 -1.11
C -1.7815 3.1101 1.2918 -0.9068 1.6599 0.4991 0.84
O -0.4827 2.5576 1.5670 -0.7303 -0.4618 -0.6579 -0.67
C -0.4249 1.1703 1.2734 0.7226 -0.6282 0.2869 2.36
C 2.3578 -1.7583 -1.6371 -0.7471 0.6145 1.2556 -1.03
O 2.9927 -1.1224 -0.5065 -0.1514 -0.5535 -0.6280 -0.26
C 2.0931 -1.0346 0.6027 0.0503 0.4060 1.2595 0.99
C 2.9058 -0.9626 1.9563 -0.2336 -0.6522 -0.2966 -0.92
C 2.0747 -1.4916 3.1928 0.0046 0.9542 -0.3451 -1.14
C 1.3936 -0.3429 4.0407 0.5823 -0.9663 1.3168 1.56
C 2.4790 0.2095 5.0615 -0.1953 0.1283 -0.6184 -1.68
C 0.1934 -0.9638 4.8910 -0.1666 0.7873 -0.1962 -1.14
C -1.1926 -0.2184 4.6590 -1.3029 -0.1798 0.9154 0.15
C -2.3216 -1.2436 4.2874 0.9877 0.1023 -1.0239 -0.99
C -2.4563 -1.6446 2.9165 0.2539 -0.6462 -1.4877 0.91
C -1.7960 -2.9662 2.3540 -1.2633 0.2788 1.4742 -1.21
C -3.2422 -0.7515 1.9033 2.3469 -3.0334 -3.8369 0.33
O 4.1512 -2.1609 -3.4004 -0.3985 -0.0047 1.2132 -0.44
C 4.8314 -2.7565 -2.3156 1.5712 -0.9160 0.6745 -0.52
H 1.1684 2.4191 -1.6784 0.5824 -1.1471 -0.1459 0.09
H 2.4715 1.5386 -0.8351 -0.5734 -0.3386 -0.7960 0.50
H 0.9623 0.6689 -1.3718 0.7603 0.4832 -0.4323 -1.11
H 2.9164 2.2032 -3.2826 -0.3299 -0.9333 0.1399 0.53
H 1.5400 1.2316 -3.8216 0.9352 -0.4845 0.5068 0.13
H 3.7823 0.1528 -4.2894 -0.2135 -0.2174 1.0201 0.55
H 1.8107 -2.9982 -3.9535 0.2502 0.9779 -0.0903 0.38
H 2.4329 -1.7313 -5.0952 -0.4562 -0.2380 0.5915 0.29
H 0.3355 -0.6017 -3.1323 0.3966 -0.5842 -0.6182 -1.09
H 0.4924 -0.4521 -4.9013 0.1015 -0.5618 0.8325 0.50
H -0.8822 -2.8631 -3.4814 0.2385 0.3294 -0.6737 0.35
H -0.4840 -2.6891 -5.2985 -0.1651 0.0728 1.0178 0.37
H -1.5860 -0.3075 -5.1426 -0.2783 -0.9329 0.2762 0.34
H -2.7863 -1.6655 -5.0448 0.6559 0.2889 0.4543 0.40
H -1.5457 -0.7944 -2.3385 -0.5821 -0.0791 -0.7012 -0.22
H -3.2461 -1.1901 -2.8041 0.9153 0.4489 0.1007 0.56
H -3.7953 1.0825 -2.9548 0.9290 -0.3309 -0.3159 0.26
H -2.3734 1.4986 -3.9656 -0.0872 -0.7896 0.3495 0.48
H -1.1881 1.0064 -1.3956 -0.6028 0.6681 -0.4025 -1.07
H -2.7976 1.7468 -1.0140 0.7992 -0.3797 -0.4786 0.12
H -2.3773 3.7172 -2.5728 0.5415 -0.6288 0.2916 0.38
H -0.7811 2.9623 -3.0300 -0.7723 0.1602 0.4766 0.31
H -0.4238 4.7890 -1.4549 -0.2005 -0.8552 0.2748 0.27
H 0.0980 3.2790 -0.6477 -1.1383 0.3834 -0.1072 0.16
H -1.5318 5.2370 0.5234 -0.1232 -1.0253 -0.1091 0.26
H -2.8224 4.2445 -0.2683 0.7872 0.0880 0.5007 0.35
H -2.5672 2.3521 1.0524 0.8247 0.3353 0.3569 -0.83
H -2.1215 3.6156 2.2341 0.1186 -0.7355 -0.8047 0.51
H -0.0124 0.9656 0.2398 -0.5708 0.3887 0.9987 -1.11
H 0.2911 0.7200 2.0188 -0.8839 0.4265 -1.1290 -1.83
H -1.4040 0.6435 1.3873 0.7255 0.4862 -0.1134 0.02
H 1.2864 -1.4121 -1.5753 0.9314 -0.3532 -0.6331 0.23
H 2.2932 -2.8647 -1.4294 0.3123 0.8180 -0.6184 0.60
H 1.4057 -1.9221 0.6318 0.5447 0.6076 -0.0346 0.32
H 1.4823 -0.0992 0.5219 0.4731 -1.1012 -0.0843 -0.58
H 3.8010 -1.6287 1.8354 -0.6173 0.6880 -0.0316 0.25
H 3.2521 0.0856 2.1479 -0.1772 -0.8532 -0.2324 0.31
H 1.2728 -2.1816 2.8375 0.6789 0.3306 0.2550 0.22
H 2.7927 -2.0433 3.8561 -0.8225 0.2877 -0.4109 0.44
H 1.0533 0.5085 3.4018 0.3255 -0.9263 0.7215 0.25
H 2.5908 -0.5093 5.9176 -0.0015 0.6639 -0.7801 0.39
H 3.4572 0.3118 4.5284 -0.5445 -0.0218 0.5062 0.35
H 2.2024 1.2244 5.4536 0.1380 -0.9570 -0.2295 0.36
H 0.4498 -0.8478 5.9740 -0.1601 -0.1917 -0.7518 0.38
H 0.0893 -2.0677 4.7096 0.0825 0.9868 -0.0013 0.33
H -1.4819 0.2383 5.6405 0.2507 0.0275 -0.7070 0.52
H -1.1268 0.6053 3.9023 0.0255 -0.9161 0.6330 -0.18
H -3.0226 -1.6405 5.0598 1.5673 -0.7744 0.0722 0.23
H -1.3644 -2.7641 1.3457 -0.5432 -0.1351 0.5926 0.02
H -2.5340 -3.8203 2.3340 0.6602 0.3023 -0.3945 0.37
H -0.9618 -3.2471 3.0400 -0.5741 -0.0256 -0.5996 0.34
H -4.3471 -0.8693 2.0042 0.9346 0.1538 -0.0488 0.36
H -2.9436 -0.9494 0.8406 -0.1317 -1.0648 -0.1728 -0.23
H -3.0004 0.3293 2.1163 0.2815 -1.5741 -3.0065 -1.07
H 5.1233 -2.0593 -1.4889 -0.5431 -0.3561 -0.7776 0.16
H 5.7995 -3.1702 -2.7150 -0.9087 0.4154 0.1425 0.31
H 4.3085 -3.6381 -1.8493 0.1355 0.8232 -0.5270 0.24
O -5.4362 1.1948 4.1497 0.3615 -0.3916 -0.2517 -0.79
S -4.2670 1.4934 3.2900 -2.9352 3.2692 1.5870 1.40
O -3.2663 0.3964 3.4039 -1.0021 4.4576 6.4843 -0.09
O -3.6453 2.7719 3.7197 0.2338 -0.3239 -0.1036 -0.81
O -4.7007 1.6101 1.8703 0.4047 -0.2232 0.1341 -0.78
```
Positions in Å, forces in eV/Å.

Properties
Charge ... -2
Energy ... -68677.0389 eV
LUMO ... 3.7 eV
Kohn-Sham gap ... 3.4 eV